Run a
# C4H8O

A cluster of 2 separate species, C4H8O in total (ωB97M-V/def2-TZVPD, OMol25).

CARTESIAN COORDINATES (ANGSTROEM)
O1 -0.05118 0.73911 -2.53731
C1 1.11396 1.28269 -2.29365
C2 -0.55517 0.30129 0.71765
C3 -0.41534 -0.95531 1.53035
C4 0.45949 -0.74666 0.33279
H1 -0.62763 0.64975 -1.75231
H2 1.12015 1.52309 -1.19443
H3 -1.46483 0.41278 0.12791
H4 -0.18645 1.22927 1.14616
H5 -1.20737 -1.69495 1.45544
H6 0.03073 -0.87412 2.51714
H7 0.27608 -1.35611 -0.54793
H8 1.50756 -0.51083 0.49820

Net charge ... 0
LUMO level ... 0.79 eV
Frontier orbital gap ... 0.349 Eh


Run b
# C4H8O

A structure of composition C4H8O (ωB97M-V/def2-TZVPD, OMol25).

CARTESIAN COORDINATES (ANGSTROEM)
C1 -1.58297 -0.25656 0.25759
C2 -0.36389 0.48871 -0.20168
C3 0.75798 0.67726 0.63287
C4 1.33872 -0.44947 -0.57805
O1 2.18267 -0.01467 -1.37454
H1 -2.20930 0.42622 0.84693
H2 -1.30298 -1.08942 0.91291
H3 -2.17507 -0.63961 -0.57782
H4 0.25971 -0.74910 -1.05587
H5 -0.44790 1.12169 -1.08321
H6 1.39915 1.53955 0.48696
H7 0.72566 0.26925 1.64227
H8 1.41823 -1.32384 0.09162

Net charge ... 0
LUMO level ... 0.86 eV
Frontier orbital gap ... 0.337 Eh


Stability order, top to bottom: run b, run a


Run a
# C4H8O

The molecule C4H8O (ωB97M-V/def2-TZVPD, OMol25).

CARTESIAN COORDINATES (ANGSTROEM)
C1 1.25103 0.65867 0.05832
C2 -0.00827 -0.13721 -0.40331
C3 -1.38338 0.50522 -0.19444
C4 0.11652 -1.40783 0.39839
O1 -0.50354 -1.64345 1.40638
H1 0.98584 1.59387 0.55751
H2 1.83605 0.08294 0.79010
H3 1.92926 0.87388 -0.77074
H4 0.10530 -0.39327 -1.46490
H5 -2.16508 -0.25197 -0.33053
H6 -1.58393 1.30735 -0.91158
H7 -1.50119 0.90257 0.81694
H8 0.92139 -2.09078 0.04784

Net charge ... 0
LUMO level ... 1.02 eV
Frontier orbital gap ... 0.395 Eh


Run b
# C4H8O

A cluster of 2 separate species, C4H8O in total (ωB97M-V/def2-TZVPD, OMol25).

CARTESIAN COORDINATES (ANGSTROEM)
C1 -0.71150 1.03996 -2.26759
C2 -1.60867 0.18840 -1.78172
O1 -2.22138 0.61080 -0.57717
H1 -0.09253 0.82889 -3.14087
H2 -0.23784 1.84137 -1.71717
H3 -2.11338 -0.53550 -2.39843
H4 -3.18332 0.67698 -0.78135
C3 2.81694 -0.49981 2.48288
C4 1.87725 -1.35348 2.12292
H5 3.64558 -0.28584 1.82093
H6 2.84843 -0.04935 3.46388
H7 1.88512 -1.87974 1.17137
H8 1.07962 -1.77409 2.72566

Net charge ... 0
LUMO level ... 0.90 eV
Frontier orbital gap ... 0.381 Eh


Run c
# C4H8O

The molecule C4H8O (ωB97M-V/def2-TZVPD, OMol25).

CARTESIAN COORDINATES (ANGSTROEM)
C1 -1.77387 0.01653 0.18309
C2 -0.40200 0.41835 -0.31434
C3 0.75714 0.29926 0.61223
C4 1.74750 -0.22202 -0.35527
O1 1.51806 -1.23372 -1.13909
H1 -2.21104 0.76282 0.87412
H2 -1.75976 -0.93815 0.72616
H3 -2.49037 -0.10334 -0.63904
H4 0.50405 -1.25176 -1.08732
H5 -0.38553 1.35008 -0.87810
H6 1.15212 1.18722 1.13158
H7 0.59666 -0.48469 1.37261
H8 2.74704 0.19943 -0.48664

Net charge ... 0
LUMO level (spin up / spin down) ... 1.12 / -0.23 eV
Frontier orbital gap (spin up / spin down) ... 0.338 / 0.226 Eh


Run d
# C4H8O

A cluster of 2 separate species, C4H8O in total (ωB97M-V/def2-TZVPD, OMol25).

CARTESIAN COORDINATES (ANGSTROEM)
C1 3.11098 4.50592 -0.36559
C2 3.49197 3.49208 0.82280
O1 3.05283 2.35157 0.86361
H1 2.28953 3.92780 -1.13435
H2 2.66990 5.45313 -0.03175
H3 4.05775 4.45772 -0.91606
H4 4.14837 3.85420 1.54965
C3 -4.41337 -4.61960 0.17906
C4 -3.29570 -4.77764 -0.53762
H5 -4.76561 -5.51253 0.64055
H6 -4.73324 -3.65217 0.23522
H7 -2.71278 -5.65203 -0.46791
H8 -2.90064 -3.82845 -0.83763

Net charge ... 0
LUMO level ... 1.06 eV
Frontier orbital gap ... 0.404 Eh


Stability order, top to bottom: run a, run b, run d, run c